[1]
Density functional theory data (ωB97M-V/def2-TZVPD) for a cluster of 3 separate species, C27H67NO3PSi in total.

Geometry as XYZ:
```
100
Properties=species:S:1:pos:R:3:mulliken_charge:R:1
C -1.361 7.701 -0.720 -1.05
C -2.278 7.221 0.408 -0.25
O -1.604 6.593 1.463 -0.45
C -1.024 5.348 1.082 -0.38
C -0.842 4.475 2.306 -0.80
C 0.218 3.382 2.107 -0.56
C -0.233 1.939 2.403 0.14
C -0.262 1.029 1.174 -1.64
P -1.835 1.274 0.084 0.86
N -2.873 0.680 1.488 -0.99
C -1.676 -0.508 -0.715 -1.07
C -2.362 -0.609 -2.085 -0.97
C -1.550 -1.305 -3.180 -0.12
O -1.653 -0.673 -4.466 -0.71
C -0.829 2.105 -1.369 -1.28
C 0.287 1.334 -2.031 0.47
O 1.309 2.243 -2.556 -0.47
Si 2.627 1.593 -3.292 0.36
C 2.312 -0.138 -3.938 -0.86
C 3.075 2.715 -4.740 -1.20
C 4.114 1.504 -2.144 -1.13
H -0.359 7.894 -0.343 0.29
H -1.744 8.628 -1.148 0.38
H -1.292 6.975 -1.529 0.25
H -2.808 8.073 0.833 0.39
H -3.033 6.545 -0.010 0.31
H -0.062 5.520 0.589 0.27
H -1.681 4.843 0.366 0.29
H -1.800 4.012 2.547 0.30
H -0.580 5.123 3.145 0.45
H 1.096 3.617 2.710 0.53
H 0.556 3.416 1.068 0.14
H 0.493 1.520 3.109 -0.49
H -1.201 1.936 2.904 0.56
H -0.223 -0.014 1.509 0.45
H 0.665 1.217 0.626 0.42
H -3.090 1.463 -0.676 0.08
H -1.993 2.619 0.616 -0.43
H -3.731 0.290 1.120 0.36
H -2.422 -0.032 2.051 0.02
H -2.179 -1.196 -0.034 0.81
H -0.646 -0.867 -0.775 0.39
H -3.303 -1.150 -1.965 0.35
H -2.654 0.392 -2.428 0.41
H -1.890 -2.326 -3.342 0.47
H -0.496 -1.324 -2.892 -0.15
H -1.787 0.261 -4.305 0.40
H -1.533 2.439 -2.137 0.42
H -0.378 3.007 -0.951 0.42
H -0.094 0.767 -2.879 -0.03
H 0.772 0.657 -1.330 0.19
H 3.184 -0.541 -4.450 0.56
H 1.460 -0.138 -4.622 0.38
H 2.037 -0.799 -3.113 -0.06
H 3.775 3.493 -4.440 0.31
H 3.541 2.116 -5.523 0.38
H 2.169 3.179 -5.125 0.28
H 5.014 1.561 -2.762 0.33
H 4.145 2.321 -1.426 0.32
H 4.150 0.553 -1.612 0.32
C -0.044 -6.892 -4.263 -1.19
C 1.091 -6.683 -3.265 -0.45
C 0.959 -5.393 -2.456 -0.96
C 0.973 -4.109 -3.287 0.16
C 2.212 -3.918 -4.160 -0.63
C 3.509 -3.823 -3.363 -1.31
H -0.077 -6.097 -5.009 0.28
H 0.071 -7.838 -4.796 0.39
H -1.010 -6.911 -3.753 0.29
H 2.048 -6.696 -3.795 0.23
H 1.116 -7.528 -2.572 0.39
H 1.760 -5.358 -1.713 0.34
H 0.024 -5.425 -1.888 0.41
H 0.885 -3.257 -2.608 -0.08
H 0.085 -4.072 -3.923 0.34
H 2.083 -3.001 -4.737 0.29
H 2.289 -4.731 -4.889 0.49
H 3.465 -2.995 -2.652 0.24
H 4.362 -3.652 -4.022 0.36
H 3.708 -4.738 -2.801 0.41
C 1.016 -1.012 4.692 -1.35
C -0.487 -1.262 4.730 0.52
C -1.200 -0.521 5.859 -0.64
C -0.748 -0.907 7.269 -0.85
C -0.878 -2.392 7.602 -0.35
C -2.313 -2.906 7.537 -1.21
H 1.516 -1.365 5.597 0.44
H 1.470 -1.528 3.845 0.38
H 1.225 0.053 4.581 0.21
H -0.676 -2.338 4.802 0.42
H -0.922 -0.939 3.781 -0.54
H -2.278 -0.680 5.763 0.40
H -1.045 0.553 5.725 0.31
H -1.334 -0.330 7.993 0.40
H 0.292 -0.602 7.415 0.31
H -0.484 -2.560 8.608 0.39
H -0.250 -2.981 6.928 0.22
H -2.955 -2.352 8.226 0.29
H -2.364 -3.962 7.809 0.38
H -2.732 -2.805 6.535 0.29
```

As for the maximum force: 0.624 eV Å⁻¹. The total energy is -1980.2513 a.u. The value obtained for the gap between HOMO and LUMO is 0.24065 hartree. The spin multiplicity is 1. As for the net charge: -1.

***

[2]
Density functional theory data (ωB97M-V/def2-TZVPD) for a cluster of 8 separate species, C27H69N4O13P2S7 in total.

Geometry as XYZ:
```
122
Properties=species:S:1:pos:R:3:mulliken_charge:R:1
C 6.433 6.070 1.193 -1.12
C 5.076 5.277 1.453 0.06
C 3.811 6.204 1.577 -0.31
N 2.764 5.546 2.483 -0.21
C 2.034 4.651 1.620 -0.70
C 2.395 3.291 1.320 -0.10
P 3.771 2.197 1.893 0.14
P 2.704 0.578 2.952 0.85
O 2.651 -0.672 2.155 -0.60
O 3.534 0.192 4.402 -0.48
O 1.209 1.198 3.331 -0.45
N 1.389 2.908 0.406 1.17
C 1.333 1.574 -0.255 -0.68
C 1.895 1.789 -1.740 -0.54
N 3.375 1.932 -1.773 -0.58
C 0.468 3.880 0.181 0.46
C -0.729 3.644 -0.757 -1.07
C -1.871 2.916 0.112 0.05
O -2.313 1.712 -0.557 -0.47
N 0.859 4.974 0.928 0.37
C 0.076 6.213 0.855 -0.51
C -0.295 6.848 2.252 -0.65
O -0.414 5.854 3.285 -0.42
C 0.174 6.247 4.484 0.24
O -0.236 5.806 5.509 -0.40
H 7.001 5.482 0.422 0.30
H 6.273 7.132 0.888 0.35
H 7.051 5.983 2.128 0.28
H 5.195 4.734 2.423 0.01
H 4.942 4.565 0.601 0.07
H 3.326 6.234 0.557 0.22
H 4.037 7.241 1.920 0.55
H 2.165 6.341 2.740 0.27
H 4.579 2.809 2.889 0.01
H 3.767 1.015 4.875 0.32
H 0.837 0.773 4.127 0.32
H 1.985 0.811 0.233 0.30
H 0.274 1.242 -0.363 -0.41
H 1.587 0.963 -2.428 0.45
H 1.480 2.767 -2.104 0.26
H 3.639 2.870 -2.067 0.27
H 3.796 1.685 -0.879 0.31
H -1.132 4.614 -1.154 0.56
H -0.506 2.926 -1.589 0.15
H -1.425 2.593 1.091 0.33
H -2.743 3.591 0.304 0.12
H -2.027 0.948 -0.006 0.27
H 0.601 7.002 0.244 0.30
H -0.893 6.040 0.316 0.32
H 0.364 7.717 2.534 0.40
H -1.323 7.295 2.131 0.46
H 1.055 6.955 4.521 0.28
C -5.987 3.031 2.365 -0.96
S -5.735 2.677 0.615 0.67
O -5.053 3.861 0.011 -0.65
C -7.478 2.768 0.166 -1.02
H -5.013 3.064 2.852 0.27
H -6.484 3.995 2.483 0.33
H -6.588 2.240 2.813 0.37
H -7.878 3.749 0.425 0.32
H -8.029 1.985 0.688 0.37
H -7.562 2.614 -0.909 0.32
C 3.063 -4.410 3.611 -0.55
S 3.960 -3.904 5.090 0.48
O 4.062 -5.094 5.974 -0.62
C 2.653 -2.845 5.747 -0.55
H 3.684 -5.115 3.058 0.39
H 2.126 -4.895 3.892 0.01
H 2.865 -3.536 2.987 0.22
H 1.741 -3.425 5.895 0.35
H 2.471 -2.024 5.061 -0.08
H 2.984 -2.443 6.704 0.33
C -0.344 -2.479 -1.136 -0.58
S -2.034 -1.863 -1.203 0.65
O -2.221 -0.940 -0.034 -0.84
C -2.821 -3.424 -0.779 -0.77
H 0.333 -1.649 -1.335 0.09
H -0.136 -2.889 -0.145 0.19
H -0.208 -3.245 -1.898 0.37
H -2.458 -3.774 0.187 -0.07
H -2.604 -4.162 -1.552 0.33
H -3.897 -3.264 -0.725 0.42
C 0.617 -1.950 -6.385 -0.90
S -0.786 -2.785 -5.629 0.40
O -0.717 -2.530 -4.158 -0.51
C -0.189 -4.463 -5.911 -1.00
H 0.472 -0.874 -6.288 0.27
H 1.540 -2.238 -5.880 0.36
H 0.670 -2.211 -7.443 0.39
H 0.783 -4.597 -5.434 0.30
H -0.111 -4.646 -6.983 0.38
H -0.906 -5.160 -5.477 0.33
C -0.798 -4.371 2.628 -0.70
S -0.966 -5.836 1.588 0.53
O -2.420 -6.160 1.506 -0.59
C -0.223 -6.987 2.759 -0.91
H -1.239 -3.523 2.104 0.25
H -1.321 -4.524 3.574 0.49
H 0.259 -4.173 2.810 0.04
H -0.782 -6.977 3.695 0.32
H 0.816 -6.706 2.936 0.34
H -0.258 -7.986 2.325 0.34
C -3.549 -10.588 -0.624 -0.94
S -2.663 -10.041 0.847 0.58
O -2.516 -11.221 1.743 -0.65
C -3.998 -9.026 1.504 -0.94
H -2.908 -11.274 -1.176 0.31
H -4.467 -11.102 -0.337 0.29
H -3.780 -9.726 -1.252 0.33
H -4.888 -9.640 1.659 0.42
H -4.214 -8.215 0.810 0.32
H -3.674 -8.609 2.456 0.26
C 0.206 1.398 -9.643 -0.94
S 1.083 1.945 -8.168 0.41
O 1.230 0.760 -7.272 -0.57
C -0.260 2.952 -7.511 -0.90
H 0.853 0.716 -10.194 0.32
H -0.711 0.879 -9.360 0.29
H -0.027 2.260 -10.269 0.38
H -1.148 2.336 -7.361 0.30
H -0.478 3.765 -8.205 0.38
H 0.060 3.368 -6.556 0.28
```

Its energy relative to the best compared isomer or geometry (same formula, charge and spin) is 49.9 kcal per mole. As for the maximum force: 4.003 eV Å⁻¹. The total energy is -5736.8913 a.u. The value obtained for the gap between HOMO and LUMO is 0.27041 hartree. The spin multiplicity is 1. As for the net charge: +1.

***

[3]
Density functional theory data (ωB97M-V/def2-TZVPD) for a structure of composition C27H71MgO11Zr.

Geometry as XYZ:
```
111
Properties=species:S:1:pos:R:3:mulliken_charge:R:1
Zr -15.043 1.305 -0.221 1.49
Mg -17.052 -0.082 -3.487 1.22
C -17.506 4.717 0.984 -1.63
C -16.787 4.458 -0.343 1.30
C -15.709 5.458 -0.746 -0.98
O -16.296 3.130 -0.350 -0.80
H -18.292 3.994 1.199 0.36
H -17.948 5.712 1.020 0.41
H -16.831 4.739 1.839 0.38
H -17.563 4.534 -1.105 -0.36
H -15.496 5.469 -1.815 0.17
H -14.717 5.302 -0.321 0.04
H -15.886 6.505 -0.499 0.45
C -11.759 -1.701 -0.101 -1.13
C -13.256 -1.807 0.071 1.16
C -13.600 -2.781 1.183 -1.64
O -13.899 -0.550 0.129 -0.78
H -11.237 -1.146 0.678 0.35
H -11.573 -1.158 -1.027 0.15
H -11.302 -2.688 -0.172 0.39
H -13.654 -2.314 -0.808 -0.37
H -13.139 -2.456 2.116 0.41
H -13.117 -3.740 0.992 0.41
H -14.666 -2.982 1.285 0.37
C -18.560 -1.099 -7.458 -1.57
C -17.205 -1.034 -6.666 0.79
C -16.253 -0.135 -7.415 -1.37
O -17.401 -0.629 -5.351 -0.36
H -19.230 -1.776 -6.927 0.39
H -18.432 -1.527 -8.452 0.40
H -19.028 -0.118 -7.536 0.31
H -16.663 -1.977 -6.725 -0.04
H -16.063 -0.526 -8.414 0.51
H -15.266 -0.102 -6.953 0.21
H -16.544 0.907 -7.546 0.22
C -11.559 3.912 0.695 -1.61
C -12.041 3.332 -0.700 0.82
C -10.830 2.708 -1.375 -1.28
O -13.178 2.540 -0.537 -0.04
H -12.368 4.522 1.099 0.39
H -10.688 4.557 0.582 0.39
H -11.387 3.123 1.427 0.37
H -12.182 4.237 -1.290 -0.15
H -10.511 1.768 -0.925 0.39
H -9.972 3.374 -1.468 0.42
H -10.993 2.475 -2.427 0.13
C -14.523 2.511 -3.907 0.24
C -14.660 1.049 -3.470 2.42
C -13.289 0.400 -3.188 -0.59
O -15.551 0.828 -2.367 0.81
H -15.443 2.864 -4.374 -0.55
H -13.701 2.619 -4.615 -0.45
H -14.302 3.219 -3.108 -0.13
H -15.108 0.514 -4.307 -0.95
H -12.687 0.972 -2.482 -0.43
H -12.641 0.402 -4.065 0.24
H -13.389 -0.617 -2.809 -0.27
C -16.114 4.867 -6.686 -0.79
C -14.571 4.852 -6.932 0.98
O -14.109 6.151 -6.862 -0.62
H -16.481 3.902 -6.335 -0.09
H -16.646 5.204 -7.576 0.45
H -16.278 5.555 -5.857 0.27
H -14.205 4.447 -7.876 0.31
H -14.045 4.276 -6.170 -0.87
H -13.393 6.143 -6.222 0.44
C -10.582 6.044 -3.518 -1.31
C -11.621 5.217 -4.269 0.45
O -11.817 5.888 -5.498 -0.56
H -9.687 6.137 -4.134 0.41
H -10.271 5.590 -2.577 0.27
H -10.954 7.065 -3.443 0.34
H -12.561 5.139 -3.721 -0.04
H -11.259 4.194 -4.370 0.13
H -11.042 5.598 -5.984 0.35
C -12.075 1.971 -6.822 0.03
C -11.234 1.521 -8.046 -0.64
O -10.048 2.346 -8.199 -0.54
H -11.556 1.751 -5.889 0.09
H -13.028 1.446 -6.769 0.08
H -12.230 3.048 -6.894 0.00
H -11.796 1.603 -8.976 0.36
H -10.918 0.491 -7.878 0.30
H -9.684 2.100 -9.052 0.31
C -18.113 3.941 -4.040 -1.36
C -18.250 2.518 -4.519 0.61
O -18.144 1.714 -3.383 -0.45
H -18.459 4.623 -4.817 0.34
H -17.157 4.229 -3.603 0.07
H -18.758 4.075 -3.172 0.58
H -17.461 2.329 -5.247 -0.50
H -19.191 2.253 -5.001 0.52
H -18.888 1.906 -2.809 0.21
C -10.343 -2.306 -5.090 -0.70
C -10.946 -3.720 -5.136 -0.30
O -12.338 -3.701 -4.921 -0.44
H -10.587 -1.777 -4.169 0.05
H -10.795 -1.681 -5.861 0.13
H -9.267 -2.168 -5.197 0.42
H -10.608 -4.313 -4.286 0.31
H -10.678 -4.206 -6.074 0.25
H -12.554 -4.291 -4.195 0.25
C -15.580 -3.868 -4.445 -1.07
C -15.088 -2.616 -3.724 0.22
O -16.199 -2.015 -3.055 -0.42
H -14.789 -4.511 -4.830 0.27
H -16.222 -3.553 -5.268 0.20
H -16.145 -4.442 -3.710 0.38
H -14.708 -1.938 -4.488 0.06
H -14.317 -2.966 -3.038 0.00
H -16.591 -2.596 -2.400 0.27
```

Its energy relative to the best compared isomer or geometry (same formula, charge and spin) is 93.0 kcal per mole. As for the maximum force: 6.999 eV Å⁻¹. The total energy is -2145.9082 a.u. The value obtained for the gap between HOMO and LUMO is 0.23459 hartree. The spin multiplicity is 1. As for the net charge: +1.

***

[4]
Density functional theory data (ωB97M-V/def2-TZVPD) for a structure of composition C27H72AsF6O27S9.

Geometry as XYZ:
```
142
Properties=species:S:1:pos:R:3:mulliken_charge:R:1
As -0.289 -8.929 -19.145 2.01
F -1.642 -9.936 -18.514 -0.30
F -0.812 -9.361 -20.860 -0.58
F 1.104 -8.031 -19.861 -0.58
F 0.190 -8.391 -17.537 0.12
F 0.738 -10.347 -19.021 -0.45
F -1.271 -7.380 -19.314 -0.40
O 4.400 -9.403 -15.131 -0.69
S 3.728 -8.152 -15.573 1.14
O 2.527 -7.625 -14.906 -0.52
O 4.887 -7.000 -15.568 -0.39
C 4.607 -5.666 -15.443 1.08
C 5.714 -4.999 -14.643 -1.56
C 3.511 -8.322 -17.365 0.02
H 3.662 -5.488 -14.931 -0.38
H 4.524 -5.341 -16.480 0.02
H 5.710 -3.910 -14.685 0.37
H 6.718 -5.325 -14.913 0.39
H 5.567 -5.328 -13.615 0.36
H 4.357 -8.873 -17.777 0.51
H 3.413 -7.339 -17.827 -0.09
H 2.593 -8.896 -17.493 -0.37
O 3.087 -3.413 -17.737 -0.55
S 3.228 -3.729 -19.127 1.15
O 3.937 -4.934 -19.570 -0.65
O 1.737 -3.716 -19.774 -0.07
C 1.564 -4.155 -21.090 -0.53
C 0.038 -4.487 -21.309 -0.53
C 3.792 -2.171 -20.043 -1.18
H 1.996 -5.155 -21.133 0.31
H 2.011 -3.464 -21.804 0.35
H -0.429 -3.521 -21.498 0.36
H -0.370 -5.001 -20.439 -0.25
H -0.058 -5.077 -22.221 0.38
H 4.815 -2.051 -19.686 0.44
H 3.144 -1.321 -19.831 0.30
H 3.882 -2.484 -21.083 0.42
O -2.162 -8.390 -14.629 -0.35
S -3.613 -8.524 -14.661 1.17
O -4.539 -8.383 -13.531 -0.72
O -4.142 -7.488 -15.806 -0.65
C -3.320 -7.295 -16.905 1.89
C -3.719 -6.086 -17.751 -1.29
C -3.984 -10.110 -15.507 -1.33
H -3.397 -8.178 -17.541 -0.61
H -2.277 -7.172 -16.615 -0.41
H -4.791 -5.987 -17.922 0.52
H -3.223 -6.236 -18.710 -0.09
H -3.530 -5.105 -17.315 0.48
H -3.210 -10.403 -16.216 0.22
H -4.832 -9.867 -16.147 0.64
H -4.170 -10.901 -14.780 0.51
O -5.120 -6.130 -21.880 -0.57
S -4.001 -5.654 -22.640 1.22
O -3.977 -5.559 -24.103 -0.66
O -3.542 -4.202 -21.996 -0.41
C -3.783 -4.003 -20.601 0.56
C -4.104 -2.541 -20.353 -1.62
C -2.483 -6.541 -22.164 -0.40
H -2.793 -4.144 -20.168 -0.13
H -4.500 -4.703 -20.171 0.42
H -5.124 -2.260 -20.615 0.37
H -3.511 -1.823 -20.920 0.37
H -3.828 -2.298 -19.328 0.39
H -2.800 -7.584 -22.127 0.34
H -2.077 -6.252 -21.194 -0.41
H -1.793 -6.517 -23.007 0.47
O -5.977 -15.470 -17.482 -0.52
S -4.982 -15.074 -16.512 1.16
O -4.715 -15.902 -15.368 -0.53
O -3.505 -14.808 -17.284 -0.08
C -3.531 -14.254 -18.614 0.18
C -2.228 -13.502 -18.929 -0.94
C -5.221 -13.354 -16.000 -0.48
H -4.437 -13.679 -18.806 0.28
H -3.626 -15.142 -19.239 0.36
H -1.380 -13.904 -18.375 0.26
H -2.149 -12.452 -18.647 0.01
H -1.956 -13.663 -19.972 0.43
H -6.110 -13.248 -15.380 0.55
H -5.535 -12.822 -16.898 0.18
H -4.299 -12.986 -15.549 0.12
O 3.584 -13.662 -21.904 -0.62
S 3.896 -12.426 -21.285 1.16
O 5.290 -12.028 -21.166 -0.65
O 3.142 -11.254 -22.102 -0.36
C 3.292 -9.887 -21.658 0.40
C 3.991 -9.195 -22.877 -1.35
C 3.038 -12.398 -19.602 -0.68
H 3.926 -9.750 -20.782 0.20
H 2.320 -9.421 -21.492 -0.01
H 3.804 -9.796 -23.767 0.34
H 5.072 -9.298 -22.782 0.34
H 3.850 -8.115 -22.933 0.34
H 1.959 -12.449 -19.753 0.13
H 3.380 -11.469 -19.147 0.14
H 3.333 -13.233 -18.966 0.51
O -5.806 -11.646 -19.106 -0.64
S -5.494 -10.869 -20.315 1.22
O -4.429 -11.328 -21.170 -0.66
O -6.921 -10.617 -21.241 -0.37
C -8.173 -10.607 -20.552 0.07
C -9.149 -9.999 -21.531 -1.44
C -5.205 -9.109 -19.951 -0.52
H -8.136 -9.951 -19.683 0.28
H -8.679 -11.544 -20.319 0.25
H -9.323 -10.649 -22.388 0.33
H -8.815 -9.047 -21.942 0.35
H -10.102 -9.831 -21.029 0.40
H -4.216 -9.138 -19.495 -0.26
H -5.974 -8.778 -19.252 0.44
H -5.336 -8.495 -20.842 0.42
O -1.664 -4.603 -15.371 -0.62
S -0.377 -4.149 -15.805 1.12
O -0.342 -3.022 -16.745 -0.65
O 0.520 -3.755 -14.470 -0.34
C 0.825 -4.828 -13.507 0.46
C 1.391 -4.030 -12.356 -1.35
C 0.565 -5.577 -16.518 0.12
H 1.516 -5.569 -13.910 -0.11
H -0.078 -5.380 -13.249 0.32
H 1.264 -4.688 -11.496 0.38
H 0.965 -3.033 -12.245 0.34
H 2.452 -3.974 -12.597 0.28
H 0.291 -5.600 -17.573 0.00
H 0.174 -6.463 -16.018 -0.18
H 1.624 -5.376 -16.357 0.03
O -1.688 -11.540 -13.927 -0.52
S -0.294 -11.270 -13.692 1.05
O 0.272 -11.090 -12.382 -0.62
O 0.477 -12.530 -14.575 -0.48
C -0.147 -12.947 -15.777 0.58
C 0.955 -13.200 -16.783 -1.17
C 0.300 -9.829 -14.758 -0.53
H -0.858 -12.246 -16.215 -0.22
H -0.686 -13.876 -15.593 0.31
H 0.724 -13.649 -17.749 0.36
H 1.738 -13.763 -16.276 0.39
H 1.468 -12.281 -17.063 0.11
H 1.282 -10.049 -15.179 0.41
H 0.135 -8.929 -14.166 0.52
H -0.399 -9.817 -15.594 -0.35
```

Its energy relative to the best compared isomer or geometry (same formula, charge and spin) is 0.0 kcal per mole. As for the maximum force: 4.506 eV Å⁻¹. The expectation value of S² is 0.75. The total energy is -9521.7959 a.u. The value obtained for the gap between HOMO and LUMO (alpha / beta) is 0.35188 / 0.08717 hartree. The spin multiplicity is 2. As for the net charge: 0.